[1]
The following is a DFT calculation (the ωB97M-V functional and the def2-TZVPD basis) of 11 unconnected molecules or ions with the total composition C45H66F2N4O29S5 at a distorted geometry.

Values from the calculation:
Gap between HOMO and LUMO   8.84 eV
Total charge   0
Lowest unoccupied orbital energy   -0.9 eV

Geometry as XYZ:
```
151
Properties=species:S:1:pos:R:3:forces:R:3:lowdin_charge:R:1
C -12.061 -20.436 12.284 -0.2 -0.4 1.8 -0.08
C -10.896 -20.267 11.591 1.6 -0.2 0.0 -0.08
C -9.653 -20.537 12.183 -0.2 0.8 0.8 0.01
C -9.570 -20.911 13.553 -0.3 -0.2 -1.7 -0.14
C -10.729 -21.056 14.275 -1.6 0.1 -0.2 0.00
C -11.986 -20.814 13.646 0.9 0.0 -0.8 -0.04
N -8.268 -21.191 14.201 1.9 1.2 0.5 -0.32
O -8.208 -21.785 15.280 -0.7 0.5 -1.6 0.07
O -7.271 -20.671 13.657 -1.6 -1.1 0.6 0.05
H -13.025 -20.263 11.829 0.0 0.0 0.0 0.11
H -10.859 -19.900 10.576 -0.3 -0.1 -0.1 0.11
H -8.802 -20.242 11.588 0.4 -0.5 0.3 0.11
H -10.670 -21.348 15.313 -0.1 0.0 0.0 0.12
H -12.937 -20.933 14.145 0.2 -0.1 0.5 0.10
C -3.883 -29.832 18.279 0.3 -1.0 0.5 -0.08
C -3.984 -30.514 17.073 -0.4 0.5 0.9 -0.05
C -3.969 -29.771 15.905 0.3 -1.7 -1.4 -0.03
C -3.723 -28.451 15.908 -0.3 2.3 2.7 -0.15
C -3.536 -27.774 17.152 0.7 -0.6 -0.7 0.02
C -3.602 -28.491 18.341 0.4 1.2 -1.4 -0.07
N -3.709 -27.633 14.700 1.1 1.0 -0.1 -0.35
O -3.340 -26.478 14.864 -0.3 -0.2 -0.2 0.06
O -3.976 -28.102 13.619 -0.3 -0.6 0.0 0.09
H -3.896 -30.369 19.216 -0.1 -0.3 0.0 0.11
H -4.085 -31.588 17.124 -0.1 0.0 -0.4 0.11
H -4.005 -30.202 14.915 -0.3 -0.5 0.0 0.12
H -3.139 -26.770 17.189 -0.4 0.1 -0.3 0.11
H -3.275 -27.966 19.227 -0.4 -0.2 0.3 0.11
C 4.133 -28.486 13.161 1.3 1.1 -0.2 -0.07
C 5.028 -27.899 12.226 -2.4 -1.2 0.7 -0.05
C 5.245 -28.627 11.068 1.6 -0.4 -0.6 -0.03
C 5.003 -30.006 11.013 -1.3 0.4 1.7 -0.10
C 4.178 -30.561 12.061 0.4 -0.8 -2.7 -0.01
C 3.620 -29.771 13.030 0.9 1.3 0.5 -0.08
N 5.582 -30.888 9.926 0.4 0.3 0.8 -0.33
O 5.047 -31.985 9.773 0.8 1.3 -0.2 0.07
O 6.609 -30.473 9.370 -1.9 -0.8 0.6 0.07
H 3.914 -27.929 14.060 -0.3 0.2 0.0 0.10
H 5.327 -26.870 12.354 0.1 -0.1 -0.2 0.11
H 5.739 -28.115 10.256 0.3 -0.3 -0.2 0.11
H 3.902 -31.598 11.942 0.1 -0.2 0.1 0.11
H 2.904 -30.021 13.799 0.0 -0.8 -0.3 0.11
C 5.544 -16.904 2.968 0.3 -0.1 -0.2 -0.07
C 6.059 -18.028 3.598 -0.9 0.2 -0.1 -0.07
C 5.765 -18.237 4.936 0.0 1.0 1.3 -0.01
C 4.986 -17.301 5.671 1.4 1.3 -1.5 -0.10
C 4.627 -16.070 5.006 -0.6 -1.5 2.2 -0.01
C 4.909 -15.909 3.697 0.0 -0.5 -1.7 -0.10
N 4.879 -17.396 7.149 -1.4 -0.4 1.2 -0.31
O 5.713 -18.093 7.755 -1.6 1.5 -1.1 0.06
O 3.891 -16.815 7.680 2.6 -1.2 -1.2 0.04
H 5.618 -16.749 1.902 0.3 -0.2 -0.1 0.11
H 6.628 -18.781 3.074 0.0 0.1 -0.1 0.11
H 6.302 -19.037 5.423 -0.5 -0.2 0.4 0.11
H 4.048 -15.274 5.451 0.1 -0.2 0.7 0.12
H 4.557 -15.059 3.130 0.0 0.3 0.3 0.11
O -11.095 -20.367 4.917 1.1 -1.3 -0.2 -0.29
S -10.368 -21.421 4.239 0.3 0.3 -0.7 0.66
O -9.251 -21.078 3.362 -1.5 -0.6 1.2 -0.30
O -9.842 -22.546 5.321 -1.2 2.8 -0.5 -0.28
C -8.917 -23.494 4.867 1.8 -1.6 0.9 -0.31
C -7.591 -23.362 5.699 -1.3 0.6 -0.8 -0.04
C -11.579 -22.471 3.388 0.6 0.4 0.3 -0.09
H -8.654 -23.455 3.810 -0.3 0.4 -0.1 0.11
H -9.434 -24.436 5.051 0.3 -0.3 0.0 0.12
H -7.795 -23.364 6.770 0.0 -0.4 -0.1 0.08
H -7.236 -22.357 5.467 0.3 0.0 0.0 0.07
H -6.849 -24.098 5.392 -0.1 0.0 0.2 0.08
H -11.182 -23.463 3.603 -0.5 -0.1 -0.4 0.05
H -11.622 -22.241 2.323 0.2 0.0 0.2 0.07
H -12.547 -22.283 3.852 0.2 -0.2 0.1 0.07
O -0.258 -19.105 20.750 -2.5 -1.6 -1.7 -0.31
S -1.357 -19.715 19.969 -0.3 2.6 1.2 0.70
O -1.671 -21.126 20.026 0.4 1.3 -0.1 -0.29
O -2.729 -18.801 20.418 3.2 -1.8 1.6 -0.28
C -3.904 -19.019 19.723 -1.5 1.8 -1.7 -0.33
C -5.153 -18.511 20.490 0.4 -0.5 0.0 -0.05
C -1.230 -19.101 18.231 0.2 -1.5 1.7 -0.10
H -3.960 -19.960 19.177 -0.2 -0.5 0.8 0.12
H -3.800 -18.273 18.935 -0.5 0.0 -0.8 0.10
H -5.426 -19.087 21.374 0.2 -0.1 0.0 0.07
H -6.019 -18.486 19.830 0.1 -0.3 -0.2 0.07
H -5.015 -17.471 20.787 0.3 -0.1 0.1 0.08
H -1.931 -19.698 17.647 0.0 0.3 -0.1 0.07
H -0.211 -19.444 18.055 0.0 0.5 -0.6 0.07
H -1.405 -18.025 18.252 0.2 -0.3 -0.1 0.08
O -0.039 -17.984 -0.235 -2.0 -0.1 -1.4 -0.33
S -1.379 -18.208 -0.807 0.7 0.4 0.9 0.69
O -1.763 -17.793 -2.170 1.0 -1.6 2.8 -0.30
O -1.684 -19.813 -0.569 0.1 1.8 -1.1 -0.31
C -1.339 -20.447 0.700 -2.2 0.9 0.6 -0.21
C -2.750 -20.847 1.318 1.5 -0.6 -0.7 -0.05
C -2.623 -17.463 0.321 0.3 0.0 -1.3 -0.11
H -0.889 -19.744 1.402 0.6 0.0 -0.4 0.10
H -0.681 -21.255 0.381 -0.2 -0.1 0.7 0.12
H -3.078 -21.642 0.649 -0.6 0.0 0.3 0.07
H -3.478 -20.037 1.367 0.3 0.2 -0.5 0.06
H -2.690 -21.198 2.348 0.4 -0.3 -0.1 0.07
H -2.824 -16.458 -0.049 0.2 0.0 -0.2 0.06
H -2.304 -17.359 1.358 0.0 -0.7 -0.2 0.07
H -3.498 -18.070 0.090 -0.1 0.1 0.6 0.06
O 7.514 -26.935 3.910 -2.5 -1.7 -1.2 -0.32
S 6.254 -27.365 3.249 0.4 1.9 0.0 0.69
O 5.759 -28.734 3.148 1.0 2.3 0.5 -0.28
O 5.063 -26.407 3.855 0.2 -1.6 0.6 -0.28
C 5.487 -25.245 4.581 0.1 1.8 -0.7 -0.29
C 4.304 -24.456 5.106 -1.4 -1.2 0.4 -0.07
C 6.286 -26.616 1.573 0.9 -1.4 0.9 -0.11
H 5.895 -24.592 3.809 0.9 0.0 0.2 0.11
H 6.177 -25.455 5.398 0.1 -0.2 -0.4 0.12
H 3.524 -24.309 4.359 0.2 -0.1 -0.3 0.08
H 4.474 -23.474 5.547 0.7 -0.2 -0.1 0.08
H 3.845 -25.081 5.873 -0.3 0.2 0.2 0.08
H 5.426 -26.962 1.001 0.1 0.2 0.1 0.07
H 7.209 -27.096 1.248 -0.1 0.1 -0.7 0.06
H 6.473 -25.542 1.587 -0.4 -0.1 0.3 0.07
O -5.088 -8.861 8.900 0.0 -1.0 2.6 -0.29
S -5.326 -9.609 10.136 -0.2 -2.5 -2.3 0.68
O -6.611 -10.302 10.274 1.7 1.4 0.5 -0.31
O -4.185 -10.855 10.124 -0.9 2.6 -0.7 -0.26
C -4.139 -11.768 11.184 0.4 -0.3 1.1 -0.34
C -3.008 -12.707 10.881 -0.3 -0.4 -1.1 -0.07
C -4.868 -8.688 11.617 -0.3 -0.8 -1.4 -0.10
H -5.100 -12.258 11.338 0.0 -0.1 -0.2 0.12
H -3.828 -11.316 12.127 -0.4 0.6 0.2 0.10
H -2.989 -13.510 11.618 0.3 0.0 -0.1 0.09
H -2.062 -12.175 10.782 0.0 0.0 0.4 0.09
H -3.203 -13.095 9.881 0.1 -0.5 0.0 0.08
H -5.761 -8.072 11.714 0.4 0.3 0.6 0.08
H -3.936 -8.188 11.352 -0.3 0.3 0.2 0.08
H -4.707 -9.427 12.402 -0.3 0.3 0.1 0.06
C -1.322 -19.966 10.641 1.5 -0.8 -0.5 -0.02
C -1.179 -21.425 10.130 -2.3 1.4 -0.3 -0.35
O 0.023 -21.909 10.589 -0.2 -0.6 0.3 0.17
C 0.376 -21.167 11.634 3.0 0.1 4.8 -0.48
O 1.144 -21.529 12.560 -2.9 1.5 -4.1 0.11
O -0.250 -19.941 11.622 -0.3 -0.6 -0.2 0.06
F -1.172 -21.432 8.788 0.2 -0.1 -1.0 0.08
H -2.296 -19.663 11.024 0.2 -0.4 0.5 0.13
H -1.123 -19.332 9.776 0.4 0.3 0.2 0.13
H -2.083 -21.960 10.423 0.5 -0.9 0.3 0.17
C -7.804 -15.515 6.982 -0.1 0.6 -0.4 -0.04
C -7.829 -15.316 5.431 -0.4 -0.3 2.3 -0.33
O -6.676 -15.930 4.988 0.4 -0.8 -0.2 0.15
C -6.035 -16.544 6.019 3.4 -2.7 -0.9 -0.50
O -5.012 -17.240 5.893 -3.5 2.6 0.4 0.11
O -6.686 -16.355 7.155 0.0 -1.0 0.8 0.08
F -7.713 -14.011 5.240 -0.2 1.8 -1.0 0.09
H -8.762 -15.847 7.383 0.3 -0.9 0.0 0.13
H -7.551 -14.632 7.569 -0.2 0.5 -0.6 0.14
H -8.733 -15.714 4.970 0.2 0.1 -0.4 0.17
```
Forces are in eV/Å.



[2]
The following is a DFT calculation (the ωB97M-V functional and the def2-TZVPD basis) of a molecular structure, C45H67BrGeN3OSSr at a distorted geometry.

Values from the calculation:
Gap between HOMO and LUMO   6.65 eV
Total charge   +1
Lowest unoccupied orbital energy   -2.6 eV

Geometry as XYZ:
```
120
Properties=species:S:1:pos:R:3:forces:R:3:lowdin_charge:R:1
Sr 0.137 0.776 1.043 -0.5 -0.1 -0.3 1.25
S -1.446 1.136 3.386 -0.8 -0.1 0.6 0.56
C -2.932 1.352 2.373 0.5 -0.2 0.5 -0.69
C -4.021 1.990 2.948 -0.2 0.1 -0.2 -0.08
C -5.166 2.121 2.180 -0.1 0.0 0.0 -0.04
C -5.166 1.621 0.885 0.1 0.0 0.0 -0.04
C -4.015 1.016 0.408 -0.1 -0.1 -0.2 -0.12
N -2.904 0.869 1.133 0.1 0.2 0.3 0.02
H -3.960 2.370 3.957 0.0 0.0 0.0 0.11
H -6.048 2.603 2.581 0.0 0.0 0.0 0.12
H -6.036 1.697 0.250 0.0 0.0 0.0 0.11
H -3.985 0.621 -0.602 0.0 0.0 0.0 0.11
C -4.395 4.097 -3.833 -0.1 0.0 -0.1 -0.04
C -2.911 4.488 -3.892 0.0 -0.1 0.1 -0.56
C -2.790 5.995 -3.685 0.0 0.1 0.0 -0.06
C -2.347 4.128 -5.273 0.0 0.0 -0.1 -0.03
C -2.154 3.705 -2.824 -0.1 0.0 -0.1 -0.14
C -1.429 4.312 -1.810 0.1 -0.1 0.1 0.02
C -0.770 3.514 -0.887 -0.1 0.1 -0.1 -0.10
N -0.803 2.187 -0.903 -0.1 -0.1 -0.1 0.00
C -1.497 1.579 -1.879 0.0 -0.2 0.0 -0.20
C -2.165 2.310 -2.845 0.0 0.0 0.0 0.05
C -1.509 0.070 -1.886 0.1 0.2 0.0 -0.20
C -2.246 -0.646 -2.815 0.0 0.0 0.0 0.04
C -2.242 -2.041 -2.810 -0.1 -0.1 -0.2 -0.14
C -1.453 -2.665 -1.857 0.1 0.1 0.1 0.02
C -0.737 -1.883 -0.965 -0.1 -0.1 -0.1 -0.11
N -0.765 -0.556 -0.961 -0.1 0.0 -0.1 0.00
C -3.078 -2.804 -3.835 0.0 0.1 0.1 -0.56
C -2.576 -2.464 -5.243 0.0 0.0 -0.1 -0.03
C -4.544 -2.371 -3.696 -0.1 0.0 0.0 -0.04
C -2.990 -4.313 -3.627 0.0 -0.1 0.0 -0.06
H -4.948 4.642 -4.598 0.0 0.0 0.0 0.09
H -4.835 4.335 -2.863 0.0 0.0 0.0 0.09
H -4.541 3.032 -4.021 0.0 0.0 0.0 0.08
H -3.358 6.510 -4.461 0.0 0.0 0.0 0.09
H -1.758 6.341 -3.756 0.0 0.0 0.0 0.09
H -3.191 6.314 -2.722 0.0 0.0 0.0 0.09
H -2.873 4.696 -6.041 0.0 0.0 0.0 0.09
H -2.478 3.069 -5.501 0.0 0.0 0.0 0.08
H -1.284 4.360 -5.348 0.0 0.0 0.0 0.10
H -1.353 5.385 -1.724 0.0 0.0 0.0 0.11
H -0.182 3.978 -0.101 0.0 0.0 0.0 0.12
H -2.700 1.803 -3.633 0.0 0.0 0.0 0.10
H -2.835 -0.127 -3.555 0.0 0.0 0.0 0.10
H -1.377 -3.740 -1.793 0.0 0.0 0.0 0.11
H -0.103 -2.361 -0.224 0.0 0.0 0.0 0.12
H -2.687 -1.401 -5.466 0.0 0.0 0.0 0.08
H -3.158 -3.016 -5.983 0.0 0.0 0.0 0.09
H -1.526 -2.727 -5.372 0.0 0.0 0.0 0.10
H -4.674 -1.306 -3.896 0.0 0.0 0.0 0.08
H -4.930 -2.579 -2.697 0.0 0.0 0.0 0.09
H -5.159 -2.913 -4.416 0.0 0.0 0.0 0.09
H -1.975 -4.691 -3.766 0.0 0.0 0.0 0.09
H -3.624 -4.817 -4.357 0.0 0.0 0.0 0.09
H -3.332 -4.613 -2.635 0.0 0.0 0.0 0.09
C 7.889 0.873 3.268 0.0 0.0 0.1 -0.07
C 7.663 0.828 1.758 -0.1 0.0 0.0 -0.56
C 8.309 -0.449 1.208 0.0 -0.1 0.0 -0.05
C 8.341 2.050 1.130 0.0 0.1 0.0 -0.05
C 6.170 0.831 1.409 0.1 0.0 -0.1 -0.17
C 5.172 0.858 2.366 0.0 0.0 0.0 -0.08
C 3.853 0.846 1.944 0.3 0.0 0.0 -0.53
Br 2.463 0.901 3.264 0.0 0.0 0.1 0.79
C 3.449 0.809 0.610 -0.5 0.0 -0.2 -0.41
O 2.164 0.789 0.313 1.1 0.0 -0.3 -0.48
C 4.467 0.789 -0.375 0.2 0.0 0.2 -0.08
C 5.783 0.799 0.064 -0.1 0.0 0.0 0.02
C 4.100 0.752 -1.861 0.1 0.0 0.0 -0.53
C 5.343 0.741 -2.753 0.0 0.0 0.0 -0.07
C 3.298 -0.517 -2.175 0.0 -0.1 0.0 -0.04
C 3.279 1.994 -2.235 0.0 0.1 0.0 -0.04
H 8.960 0.873 3.481 0.0 0.0 0.0 0.09
H 7.456 0.006 3.773 0.0 0.0 0.0 0.09
H 7.465 1.773 3.718 0.0 0.0 0.0 0.09
H 9.374 -0.476 1.450 0.0 0.0 0.0 0.09
H 8.217 -0.510 0.123 0.0 0.0 0.0 0.08
H 7.840 -1.339 1.633 0.0 0.0 0.0 0.09
H 9.405 2.063 1.376 0.0 0.0 0.0 0.09
H 7.895 2.977 1.495 0.0 0.0 0.0 0.09
H 8.255 2.045 0.043 0.0 0.0 0.0 0.08
H 5.399 0.889 3.422 0.0 0.0 0.0 0.10
H 6.570 0.781 -0.676 0.0 0.0 0.0 0.09
H 5.970 -0.135 -2.576 0.0 0.0 0.0 0.09
H 5.957 1.633 -2.615 0.0 0.0 0.0 0.09
H 5.031 0.715 -3.799 0.0 0.0 0.0 0.09
H 3.882 -1.409 -1.936 0.0 0.0 0.0 0.09
H 3.063 -0.550 -3.242 0.0 0.0 0.0 0.08
H 2.368 -0.558 -1.611 0.0 0.1 0.0 0.06
H 3.855 2.904 -2.052 0.0 0.0 0.0 0.09
H 2.355 2.053 -1.664 0.0 0.0 0.0 0.06
H 3.034 1.964 -3.300 0.0 0.0 0.0 0.08
C 1.470 -4.530 3.184 0.0 -0.1 -0.2 -0.11
C 1.457 -3.808 4.523 0.1 0.1 0.1 -0.26
C 0.127 -3.116 4.830 -0.1 -0.1 0.0 -0.28
C -0.155 -1.942 3.879 0.4 -0.2 0.0 -0.37
Ge -1.812 -1.017 4.233 -0.1 0.5 0.1 0.77
C -3.285 -1.732 3.201 -0.2 0.0 -0.2 -0.33
C -3.670 -3.191 3.500 0.1 -0.1 0.0 -0.27
C -4.759 -3.343 4.557 -0.1 0.0 -0.1 -0.27
C -4.384 -2.826 5.936 0.1 0.1 0.1 -0.12
H 2.393 -5.090 3.032 0.0 0.0 0.1 0.08
H 1.387 -3.838 2.344 0.0 0.0 0.0 0.06
H 0.642 -5.240 3.111 0.0 0.0 0.0 0.08
H 2.250 -3.054 4.549 0.0 0.0 0.0 0.11
H 1.693 -4.513 5.323 -0.1 0.0 0.0 0.11
H 0.128 -2.751 5.860 0.1 0.0 0.0 0.11
H -0.686 -3.850 4.781 0.0 0.0 0.0 0.09
H -0.190 -2.295 2.842 0.0 0.0 0.0 0.06
H 0.677 -1.235 3.943 0.0 0.0 0.0 0.01
H -2.077 -0.770 5.723 0.1 0.0 -0.1 -0.01
H -2.955 -1.635 2.163 0.0 0.0 0.0 0.06
H -4.153 -1.075 3.309 0.0 0.0 0.0 0.07
H -2.791 -3.778 3.792 0.0 0.0 0.0 0.09
H -4.019 -3.649 2.571 0.0 0.0 0.0 0.11
H -5.034 -4.398 4.627 0.1 0.0 0.0 0.11
H -5.657 -2.825 4.204 0.0 0.0 0.0 0.11
H -3.437 -3.248 6.284 0.0 0.0 0.0 0.07
H -5.142 -3.089 6.674 0.0 0.0 0.0 0.08
H -4.284 -1.739 5.956 0.0 0.0 0.0 0.05
```
Forces are in eV/Å.